# 1
{"formula": "C3H11NO2S", "method": "wB97M-V/def2-TZVPD", "multiplicity": 1, "mol_weight_g_mol": 125.19, "homo_lumo_gap_ev": 9.4298, "charge": 0, "relative_energy_kcal_mol": 13.33, "smiles": "N[C@H](CO)CS.O", "species": ["C", "O", "C", "C", "S", "N", "H", "H", "H", "H", "H", "H", "H", "H", "H", "H", "H", "O"], "positions_angstrom": [[-1.572732, 0.989847, 0.570344], [-1.857254, 1.965448, 1.632814], [-0.035690, 0.884957, 0.329300], [0.082957, 0.393017, -1.124174], [1.763779, -0.153773, -1.625446], [0.536355, -0.031168, 1.326613], [-1.920046, 0.084352, 0.878879], [-2.076455, 1.307680, -0.317091], [-1.111276, 1.995811, 2.236726], [0.306095, 1.860939, 0.377280], [-0.238656, 1.256066, -1.795379], [-0.494719, -0.543055, -1.277345], [1.386298, -0.490746, -2.915290], [0.238012, -0.975006, 1.221688], [1.546908, 0.073583, 1.213920], [-0.204710, -3.916540, 0.340067], [-1.444369, -3.119037, 0.575648], [-0.493900, -3.023252, 0.558302]], "atomic_forces_ev_per_a": [[2.2, 3.2, 1.2], [-0.2, -0.5, -1.2], [-2.5, -3.2, -0.8], [-0.1, 0.3, -1.0], [-0.2, 0.1, -0.8], [0.9, 2.6, -0.1], [-1.1, -2.8, 0.7], [-0.4, 0.4, -0.5], [0.2, -0.3, 0.0], [1.3, 1.8, 0.5], [0.2, -1.4, 0.6], [-0.2, 0.9, 0.1], [0.4, 0.3, 1.0], [-0.1, -0.8, -0.4], [-0.3, -0.7, 0.4], [0.3, 0.1, 0.0], [-0.5, 0.2, 0.1], [0.2, -0.2, -0.1]]}

***

# 2
{"formula": "C42H40ClF5N8O2Tl", "method": "wB97M-V/def2-TZVPD", "multiplicity": 1, "mol_weight_g_mol": 1023.66, "homo_lumo_gap_ev": 4.9973, "charge": -1, "relative_energy_kcal_mol": 0.00, "species": ["Tl", "C", "C", "C", "C", "N", "C", "N", "C", "N", "C", "N", "C", "C", "C", "C", "C", "N", "C", "C", "C", "C", "C", "C", "H", "H", "H", "H", "H", "H", "H", "H", "H", "H", "H", "H", "F", "C", "C", "C", "F", "C", "F", "C", "F", "C", "F", "C", "C", "C", "C", "C", "O", "C", "C", "C", "C", "C", "C", "Cl", "C", "C", "C", "N", "C", "N", "C", "N", "H", "H", "H", "H", "H", "H", "H", "H", "H", "H", "H", "H", "H", "H", "H", "H", "H", "H", "H", "H", "H", "H", "C", "C", "O", "H", "H", "H", "H", "H", "H"], "positions_angstrom": [[-0.256299, -0.179331, -0.969868], [-0.880122, 5.118322, 0.297243], [0.311210, 5.599660, -0.437944], [1.332371, 4.755506, -0.729411], [1.294721, 3.343077, -0.554069], [-0.012763, 2.791976, -0.282683], [-0.855542, 3.591690, 0.661142], [2.425085, 2.670746, -0.642053], [2.763885, 1.429111, -0.447127], [1.995076, 0.318204, -0.038653], [2.810534, -0.734514, 0.065359], [2.587083, -2.008620, 0.455418], [1.451169, -2.477135, 0.965532], [1.506343, -3.798683, 1.523974], [0.402725, -4.370524, 2.085247], [-0.809622, -3.656299, 2.110216], [-0.811253, -2.404432, 1.540487], [0.255295, -1.821389, 0.968821], [4.175427, -0.354502, -0.297634], [5.359108, -1.082158, -0.357575], [6.510870, -0.422362, -0.747273], [6.476462, 0.946721, -1.062299], [5.301062, 1.670540, -0.999144], [4.136326, 1.001847, -0.620370], [-1.107017, 5.733450, 1.170969], [0.404750, 6.663221, -0.616716], [2.263742, 5.154043, -1.115262], [-0.809947, 3.295714, 1.704963], [2.462765, -4.303873, 1.495806], [0.465945, -5.365419, 2.514900], [-1.706890, -4.060653, 2.557636], [-1.723753, -1.820928, 1.507373], [5.365881, -2.134006, -0.099483], [7.448583, -0.961145, -0.811512], [7.394215, 1.440857, -1.360427], [5.271087, 2.725691, -1.239798], [0.062657, 3.535826, -3.304867], [-0.986284, 3.653805, -2.477830], [-1.033692, 3.063424, -1.280792], [-2.068168, 3.462758, -0.253784], [-3.140727, 2.614461, -0.055610], [-2.320755, 4.929545, -0.411209], [-3.307197, 5.425812, 0.418480], [-2.582167, 5.325445, -1.825670], [-3.458440, 6.309079, -2.062686], [-1.958016, 4.681765, -2.813686], [-2.150837, 5.000808, -4.103515], [0.540455, -8.482226, 0.783834], [0.322117, -8.543181, -0.732166], [-1.016985, -9.246880, -0.993192], [1.428180, -9.389482, -1.374304], [0.336142, -7.117804, -1.381234], [0.055318, -7.306421, -2.765891], [1.729670, -6.431644, -1.191262], [2.591712, -6.192431, -2.449512], [2.349245, -4.917969, -3.222980], [2.828670, -3.705791, -2.724554], [2.617060, -2.513841, -3.402051], [1.908494, -2.536716, -4.593107], [1.598601, -1.049189, -5.440133], [1.429764, -3.724524, -5.114060], [1.654290, -4.907827, -4.426792], [-0.780463, -6.261473, -0.734183], [-1.126144, -5.051857, -1.450270], [-0.619812, -3.823782, -1.344471], [-1.178421, -3.016730, -2.222516], [-2.042087, -3.828510, -2.871925], [-2.052363, -5.076013, -2.444416], [0.503729, -9.495379, 1.190101], [-0.238518, -7.903978, 1.284067], [1.505915, -8.055154, 1.055820], [-0.925943, -10.303229, -0.732906], [-1.296372, -9.177179, -2.043125], [-1.825479, -8.837309, -0.385608], [1.381260, -10.409514, -0.987517], [2.423641, -9.000548, -1.158963], [1.299827, -9.427594, -2.455939], [-0.639074, -6.695175, -3.051205], [2.318668, -7.045672, -0.512207], [1.607939, -5.475337, -0.674562], [2.501116, -7.047503, -3.118303], [3.627101, -6.148302, -2.101474], [3.367561, -3.672866, -1.783014], [2.998976, -1.580741, -3.004716], [0.882986, -3.720814, -6.047458], [1.278444, -5.840326, -4.830571], [-0.484416, -5.958423, 0.268962], [-1.705569, -6.831358, -0.689295], [0.146453, -3.559118, -0.632778], [-2.671909, -3.496396, -3.681218], [-4.025558, -0.450457, -1.913969], [-3.962370, -1.072685, -0.531612], [-3.012202, -0.433330, 0.311529], [-4.737440, -0.991060, -2.541417], [-3.044170, -0.483773, -2.388603], [-4.343998, 0.592618, -1.856306], [-3.639440, -2.113355, -0.600549], [-4.951019, -1.061919, -0.057515], [-3.193523, 0.513878, 0.333016]], "atomic_forces_ev_per_a": [[0.2, 0.2, 0.0], [-0.1, 0.0, -0.1], [0.0, 0.1, 0.0], [-0.1, 0.1, 0.0], [0.2, 0.0, 0.0], [-0.2, -0.1, -0.1], [0.0, -0.1, 0.1], [-0.2, 0.0, 0.1], [0.1, 0.0, -0.2], [0.0, -0.2, 0.0], [0.0, 0.1, 0.0], [0.0, -0.1, 0.1], [0.1, 0.1, 0.0], [0.0, 0.0, 0.0], [0.1, 0.1, 0.0], [0.0, 0.0, 0.0], [0.0, 0.0, 0.0], [-0.1, 0.0, 0.0], [0.0, 0.0, -0.1], [0.0, 0.0, 0.0], [0.0, 0.0, 0.0], [0.0, 0.0, 0.0], [0.1, 0.0, 0.0], [-0.1, 0.0, 0.1], [0.0, -0.1, 0.0], [0.0, 0.0, 0.0], [0.0, 0.0, 0.0], [0.0, 0.0, 0.0], [0.0, 0.0, 0.0], [0.0, 0.0, 0.0], [0.0, 0.0, 0.0], [0.0, 0.0, 0.0], [0.0, 0.0, 0.0], [0.0, 0.0, 0.0], [0.0, 0.0, 0.0], [0.0, 0.0, 0.0], [-0.1, 0.1, 0.1], [0.2, -0.2, -0.1], [0.1, 0.4, 0.1], [-0.3, -0.2, 0.0], [0.0, -0.1, 0.0], [0.2, 0.0, 0.1], [0.0, 0.0, 0.0], [0.1, 0.1, -0.2], [0.0, -0.1, 0.0], [-0.1, 0.1, 0.0], [0.0, -0.1, 0.1], [0.0, 0.0, 0.0], [0.0, 0.0, 0.0], [0.0, 0.0, 0.0], [0.0, 0.0, 0.0], [0.0, 0.3, -0.1], [-0.1, 0.1, -0.1], [-0.2, 0.2, -0.1], [0.0, -0.1, 0.1], [-0.2, 0.1, 0.3], [-0.1, 0.0, 0.0], [0.0, 0.0, 0.0], [0.0, 0.0, 0.1], [0.0, 0.0, 0.0], [0.0, 0.0, -0.1], [0.0, -0.1, 0.0], [0.0, -0.1, 0.1], [0.1, -0.2, -0.3], [0.2, 0.1, 0.0], [0.0, 0.1, -0.1], [0.1, -0.1, 0.0], [0.1, -0.1, -0.1], [0.0, 0.0, 0.0], [0.0, 0.0, 0.0], [0.0, 0.0, 0.0], [0.0, 0.0, 0.0], [0.0, 0.0, 0.0], [0.0, 0.0, 0.0], [0.0, 0.0, 0.0], [0.0, 0.0, 0.0], [0.0, 0.0, 0.0], [0.1, 0.0, 0.1], [0.0, 0.1, 0.0], [0.0, 0.0, 0.0], [0.0, 0.0, 0.0], [0.0, -0.1, 0.0], [0.0, 0.0, 0.0], [0.0, 0.0, 0.0], [0.0, 0.0, 0.0], [0.0, 0.0, 0.0], [0.0, -0.1, 0.0], [0.0, 0.0, 0.1], [-0.1, -0.1, -0.1], [0.0, 0.0, 0.0], [0.0, 0.0, 0.0], [0.0, 0.0, -0.1], [-0.1, 0.1, 0.1], [0.0, 0.0, 0.0], [0.0, 0.0, 0.0], [0.0, 0.0, 0.0], [0.0, 0.0, 0.0], [0.0, 0.0, 0.0], [0.0, 0.1, -0.1]]}

***

# 3
{"formula": "C9H18O3S", "method": "wB97M-V/def2-TZVPD", "multiplicity": 1, "mol_weight_g_mol": 206.31, "homo_lumo_gap_ev": 10.5767, "charge": 0, "relative_energy_kcal_mol": 8.63, "species": ["C", "C", "C", "C", "C", "C", "C", "C", "C", "O", "S", "O", "O", "H", "H", "H", "H", "H", "H", "H", "H", "H", "H", "H", "H", "H", "H", "H", "H", "H", "H"], "positions_angstrom": [[1.949003, 1.729704, 2.339130], [1.427035, 0.302827, 2.505590], [-0.052982, 0.177520, 2.110328], [-0.412869, -1.106201, 1.338248], [-1.433141, -0.893284, 0.204918], [-1.002930, -1.514222, -1.117287], [0.406739, -1.193052, -1.626658], [0.808184, 0.275173, -1.560291], [-0.024148, 1.104079, -2.514762], [-1.374181, 1.192259, -2.020980], [-2.472887, 0.181999, -2.685410], [-3.668531, 0.492628, -1.951784], [-1.976434, -1.299014, -2.163600], [2.995867, 1.814981, 2.616800], [1.850751, 2.032228, 1.294844], [1.351242, 2.421923, 2.929026], [2.036673, -0.364623, 1.896966], [1.555437, 0.007183, 3.546546], [-0.671244, 0.247184, 3.003076], [-0.314252, 1.043483, 1.497597], [-0.837924, -1.814357, 2.049599], [0.502917, -1.573051, 0.979382], [-2.371163, -1.374579, 0.479264], [-1.662924, 0.162637, 0.105754], [-1.026524, -2.594154, -0.962854], [1.126530, -1.840779, -1.132307], [0.415937, -1.486670, -2.678528], [1.859265, 0.379158, -1.835967], [0.691997, 0.682629, -0.557086], [0.340008, 2.126992, -2.569158], [-0.015450, 0.679401, -3.520395]], "atomic_forces_ev_per_a": [[-0.3, -0.2, -0.2], [-0.1, 0.2, 0.1], [0.2, 0.0, -0.2], [-0.2, 0.0, 0.4], [-0.1, -0.1, 0.3], [0.2, -0.2, 0.3], [-0.3, 0.2, -0.2], [0.0, -0.2, -0.2], [0.0, 0.2, 0.3], [0.0, -0.3, -0.1], [-0.1, -0.4, 0.1], [-0.2, 0.1, 0.0], [0.2, 0.6, -0.2], [0.1, 0.1, 0.1], [0.1, 0.1, 0.0], [0.1, 0.1, 0.1], [0.0, -0.1, 0.0], [0.1, -0.2, 0.0], [-0.1, 0.1, 0.1], [0.0, 0.0, -0.1], [0.1, -0.2, 0.0], [0.1, 0.0, -0.2], [-0.1, 0.1, -0.1], [0.1, 0.1, -0.2], [-0.1, -0.1, -0.2], [0.1, 0.1, 0.2], [0.1, -0.2, 0.0], [0.1, 0.0, 0.0], [0.0, 0.0, 0.1], [0.0, 0.1, 0.0], [0.0, 0.0, -0.1]]}

***

# 4
{"formula": "C3H7N3O", "method": "wB97M-V/def2-TZVPD", "multiplicity": 1, "mol_weight_g_mol": 101.11, "homo_lumo_gap_ev": [8.3481, 8.3487], "charge": 0, "relative_energy_kcal_mol": 82.77, "species": ["C", "C", "C", "N", "N", "N", "O", "H", "H", "H", "H", "H", "H", "H"], "positions_angstrom": [[0.424071, 1.794513, -0.883963], [0.903502, 1.248381, 0.471749], [0.240910, -0.097973, 0.749409], [-0.283801, 0.887510, -1.543867], [0.190585, -0.869270, -0.455287], [-0.821961, -1.672497, -0.557050], [0.655218, 2.939059, -1.232719], [1.984849, 1.131380, 0.380556], [0.702072, 1.966935, 1.264310], [0.851362, -0.663090, 1.465272], [-0.764751, 0.043599, 1.173348], [-0.300230, 0.877018, -2.551535], [-1.705377, -1.463083, -0.086341], [-0.874974, -2.206011, -1.412300]], "atomic_forces_ev_per_a": [[-0.1, 0.3, 0.3], [-0.1, -0.2, -0.3], [-0.1, 0.7, 0.7], [-0.1, -2.6, 1.3], [-0.4, 1.1, -2.1], [-0.1, 0.0, 0.4], [0.4, 0.4, 0.0], [0.0, 0.0, 0.1], [0.0, 0.0, 0.0], [-0.2, -0.1, -0.1], [0.1, 0.0, 0.0], [0.2, 0.2, -0.2], [0.3, 0.1, -0.2], [0.1, 0.0, 0.1]]}

***

# 5
{"formula": "C22H28NO4", "method": "wB97M-V/def2-TZVPD", "multiplicity": 1, "mol_weight_g_mol": 370.47, "homo_lumo_gap_ev": 7.9788, "charge": 1, "relative_energy_kcal_mol": 32.12, "smiles": "COc1cc2c(cc1OC)-c1c(OC)c(OC)cc3c1[C@H](C2)[N+](C)(C)CC3", "species": ["C", "H", "H", "H", "O", "C", "C", "C", "C", "C", "C", "O", "C", "H", "H", "H", "H", "C", "C", "C", "C", "C", "C", "C", "C", "H", "H", "H", "N", "C", "H", "H", "H", "C", "H", "H", "H", "C", "C", "H", "H", "H", "H", "H", "O", "C", "H", "H", "H", "O", "C", "H", "H", "H", "H"], "positions_angstrom": [[-3.952680, -3.729480, -1.510983], [-4.626762, -4.566376, -1.337495], [-3.220593, -4.012899, -2.274245], [-4.530354, -2.866460, -1.855335], [-3.339410, -3.481256, -0.268848], [-2.497177, -2.417632, -0.138838], [-2.107945, -1.619373, -1.207752], [-1.250457, -0.542209, -1.055213], [-0.754153, -0.212135, 0.208315], [-1.117623, -1.029733, 1.273347], [-1.975260, -2.115521, 1.137285], [-2.191620, -2.784538, 2.293160], [-3.139960, -3.827508, 2.392897], [-4.140193, -3.490219, 2.115815], [-2.862915, -4.687536, 1.780940], [-3.132379, -4.112293, 3.444309], [-0.735570, -0.847310, 2.260983], [0.228165, 0.869115, 0.332046], [0.584090, 1.480057, 1.552732], [1.723394, 2.320795, 1.605477], [2.494052, 2.525879, 0.465618], [2.086063, 2.006110, -0.746889], [0.928913, 1.246615, -0.818928], [0.507376, 0.873769, -2.206502], [-0.912608, 0.318978, -2.238437], [-1.569393, 1.195165, -2.208779], [-1.137329, -0.202095, -3.169832], [0.520711, 1.780075, -2.821798], [1.595125, 0.000041, -2.829051], [1.538126, -1.347920, -2.239701], [2.363183, -1.954250, -2.609932], [0.598588, -1.830686, -2.497933], [1.595483, -1.272791, -1.154979], [1.396410, -0.091848, -4.284990], [1.484619, 0.894511, -4.737404], [2.143576, -0.752375, -4.722115], [0.411597, -0.492946, -4.512268], [2.944931, 0.614696, -2.555269], [2.887058, 2.048908, -2.015307], [2.454147, 2.732184, -2.750373], [3.905828, 2.382802, -1.820374], [3.533720, 0.576164, -3.471908], [3.444187, 0.005557, -1.800887], [3.407224, 3.094201, 0.517552], [2.052952, 2.842592, 2.815005], [3.155895, 3.714415, 2.917292], [3.044842, 4.582327, 2.261091], [4.096440, 3.200874, 2.697327], [3.164598, 4.045817, 3.954010], [-0.195516, 1.185925, 2.616148], [-0.294257, 2.037668, 3.742971], [0.568256, 1.939705, 4.403140], [-1.190637, 1.701473, 4.263633], [-0.415152, 3.081359, 3.449337], [-2.491085, -1.834083, -2.193704]], "atomic_forces_ev_per_a": [[-0.1, -0.1, -0.2], [0.0, 0.1, -0.1], [0.0, 0.0, 0.0], [0.0, 0.0, 0.0], [0.3, 0.3, 0.4], [0.0, -0.1, 0.1], [0.0, -0.1, 0.0], [0.0, 0.1, 0.1], [-0.4, -0.4, -0.2], [-0.2, -0.2, -0.1], [0.1, 0.1, -0.1], [0.2, 0.2, -0.1], [-0.3, -0.4, 0.2], [0.1, 0.0, 0.0], [0.0, 0.1, 0.1], [0.0, 0.0, -0.1], [0.0, 0.0, 0.1], [0.3, 0.4, 0.1], [0.0, 0.1, -0.3], [0.0, -0.1, 0.1], [-0.1, 0.0, 0.0], [-0.2, 0.0, 0.0], [0.3, 0.2, 0.1], [-0.5, 0.4, 0.3], [0.0, -0.1, 0.1], [0.1, 0.0, -0.1], [0.0, 0.0, 0.0], [0.1, -0.2, 0.0], [-0.1, 0.0, 0.0], [0.0, -0.8, 0.3], [0.1, 0.1, -0.1], [0.0, 0.1, -0.1], [0.0, 0.1, 0.0], [-0.2, -0.1, -0.8], [0.0, 0.0, 0.1], [0.0, 0.0, 0.1], [0.0, 0.0, 0.1], [0.9, 0.5, 0.2], [-0.2, -0.1, 0.1], [0.1, 0.0, -0.1], [0.0, 0.0, -0.1], [-0.1, -0.2, 0.0], [-0.1, 0.0, -0.1], [0.1, 0.1, 0.1], [-0.3, -0.4, -0.2], [0.3, 0.2, 0.1], [0.0, 0.0, 0.0], [0.0, 0.0, 0.0], [0.1, 0.0, -0.1], [0.3, -0.2, -0.3], [-0.2, 0.2, 0.6], [-0.1, 0.0, -0.1], [0.1, 0.1, 0.0], [0.0, -0.1, 0.0], [-0.1, -0.1, -0.1]]}